Model one:
17
Properties=species:S:1:pos:R:3:lowdin_charge:R:1 method="wB97M-V/def2-TZVPD" charge=+1 homo_ev=-13.81 smiles="CC/C(N)=C/[N+](=O)O"
C -1.56324 -0.03404 0.31182 -0.13
H -0.85177 2.43901 0.81268 0.14
H -2.46053 -1.80154 -0.81345 0.10
H 0.61312 -1.50814 0.73831 0.19
C 0.85179 -0.41263 0.39413 0.01
C -1.53487 -1.19618 -0.81177 -0.02
H 3.26795 1.06111 -1.11255 0.18
H 0.89915 2.16133 0.78275 0.16
O 2.38495 0.83221 -0.75052 0.12
N -0.07509 1.83932 0.70664 0.27
H -1.38471 -0.71600 -1.76669 0.08
O 2.82136 -1.22757 -0.10217 0.13
H -0.76569 -1.89720 -0.48110 0.06
N 2.05699 -0.31609 -0.15286 -0.32
H -1.72860 -0.52921 1.25909 0.14
C -0.24339 0.58226 0.54766 -0.23
H -2.28742 0.72334 0.43802 0.11

***

Model two:
17
Properties=species:S:1:pos:R:3:lowdin_charge:R:1 method="wB97M-V/def2-TZVPD" charge=+1 homo_ev="-13.88 / -13.88"
H 1.88352 -1.78191 -2.40575 0.17
N 0.04521 0.50556 0.46894 -0.09
N 0.25394 -1.16376 -1.67926 0.05
C -0.23334 1.54842 1.48742 0.02
H -0.34796 -2.07185 0.09719 0.16
H 0.08549 1.20231 2.49501 0.13
C -0.74572 -1.41480 -0.70808 -0.21
H 0.33138 2.52607 1.31453 0.13
H -1.74700 0.56134 -0.58196 0.14
C 1.10380 0.33456 -0.26159 -0.13
O 1.20032 -2.06706 -1.75631 0.05
H -1.21670 1.74394 1.55300 0.05
C -1.20404 -0.19263 -0.03077 -0.11
O 2.19403 0.97064 -0.10796 0.17
H 1.94588 1.70873 0.56967 0.17
H -1.67595 -1.81395 -1.19760 0.17
H -1.87285 -0.59562 0.74352 0.15

***

Bottom line: model one, by a margin of 0.551 eV.

***

Model one:
47
Properties=species:S:1:pos:R:3:lowdin_charge:R:1 method="wB97M-V/def2-TZVPD" charge=+3 homo_ev=-17.45
C 1.04127 0.40713 2.38569 -0.10
S -3.62377 -1.15383 -1.17458 0.09
H -0.51918 1.44671 3.42969 0.16
S -2.15278 -0.04081 -2.03168 0.04
H -2.37714 0.18909 3.01421 0.16
H 2.71284 2.58723 0.95856 0.07
C 1.68901 3.60968 -2.22832 -0.03
C -1.58350 -1.42990 1.83794 -0.11
Tc -0.22263 0.26875 -0.36363 1.13
H -0.94075 -3.51939 0.15924 0.15
C 2.41142 -1.09814 -0.72898 -0.09
C 1.86741 2.60802 -1.06195 -0.46
O 1.07427 -1.22048 -1.29722 -0.26
H 1.19765 3.15782 -3.09159 0.09
O 1.40623 0.19274 1.00045 -0.28
C 0.51906 2.13328 -0.67408 -0.15
H 0.52716 -3.00795 0.99824 0.13
H 3.51498 3.67497 -0.17414 0.10
H -0.92358 -1.72242 2.65208 0.14
H -2.41038 -2.14026 1.79691 0.15
H 3.35893 -0.52506 1.09525 0.16
H -0.03109 1.56120 -1.57900 0.06
C 0.43896 -2.52031 -1.14973 -0.11
S -3.21974 1.75525 -2.35541 0.08
H 2.09559 -1.73578 1.33413 0.13
H 2.99073 -1.99325 -0.95484 0.16
S -4.84956 -1.31487 -2.82507 0.10
O -0.83783 -1.48357 0.59387 -0.35
H 2.85741 -0.25571 -1.24732 0.13
H 2.67551 3.94804 -2.54431 0.10
C -0.12270 1.37102 2.41723 -0.09
C 2.54624 3.28315 0.13261 -0.04
H 1.16304 -3.30793 -1.35447 0.16
C 2.37565 -0.85544 0.75858 -0.10
H -0.11225 2.92737 -0.25910 0.11
H 2.47810 1.78003 -1.43010 0.12
H 1.11755 4.48094 -1.90411 0.10
H -0.32258 -2.55045 -1.92620 0.13
C -0.18713 -2.73421 0.22520 -0.09
H 0.19282 2.35970 2.09466 0.13
H 0.81630 -0.55604 2.84283 0.13
H 1.88512 0.85019 2.91576 0.16
O -1.18793 0.99173 1.49810 -0.25
Sb -5.12750 0.94819 -3.47207 1.03
H -3.01280 0.13258 1.37035 0.11
C -2.11905 -0.00899 1.97420 -0.11
H 1.94877 4.12321 0.49853 0.10

***

Model two:
47
Properties=species:S:1:pos:R:3:lowdin_charge:R:1 method="wB97M-V/def2-TZVPD" charge=+3 homo_ev="-17.41 / -17.41"
O -1.01382 -1.41476 1.45997 -0.29
O 1.94744 -1.94296 0.77379 -0.28
Tc 0.47074 -0.66357 0.25360 1.22
C 1.84125 4.72364 0.27521 -0.07
H -2.81336 -2.48213 1.23541 0.16
H 2.55844 -0.12242 3.53024 0.16
S 0.63827 0.24004 -1.75765 0.34
C 2.33626 -0.31141 2.48040 -0.09
H -2.54367 -1.18032 0.05012 0.15
H 0.44931 4.69270 2.69391 0.10
H -0.41423 2.05160 0.16249 0.05
S 1.19016 2.30741 -1.57496 0.19
H -2.03320 -3.29596 -1.08715 0.16
H -1.79864 0.44663 2.01020 0.14
H 2.63309 -3.86105 0.27355 0.17
Sb 2.50559 2.83907 -4.77941 0.78
H 1.96068 -2.44053 2.79468 0.15
H 3.55568 -2.03854 2.11547 0.17
H 2.61999 4.31785 -0.37548 0.07
H 0.68031 -4.24414 -1.30706 0.16
C 1.68401 -3.33364 0.36975 -0.08
H -0.64446 5.05690 1.36319 0.10
O 0.96615 0.10084 2.16227 -0.29
C -1.35934 -0.43086 2.48887 -0.08
O -0.17596 -2.37530 -0.86099 -0.32
H -0.13832 0.74760 3.81964 0.16
H -1.07342 -3.87608 0.28869 0.15
C -1.37316 -2.99337 -0.27482 -0.08
H -0.78535 3.52116 2.22764 0.08
H 1.26066 5.45541 -0.29236 0.10
S 0.41101 3.13168 -3.21514 0.13
H 0.26470 -0.98554 3.80080 0.15
H 1.53464 2.90600 1.39146 0.12
C -2.07033 -1.98864 0.60908 -0.07
C 0.11378 2.93066 -0.21721 -0.42
C -0.07527 4.25889 1.84324 -0.05
H -2.07977 -0.86019 3.18498 0.16
C 0.98525 -3.25769 -0.95915 -0.10
H 2.97281 0.32379 1.86676 0.15
H 1.62421 -2.80185 -1.71373 0.14
C 2.50036 -1.76588 2.12818 -0.07
S 3.59459 1.39573 -3.59557 -0.08
H 2.34776 5.25922 1.07719 0.10
H -0.60963 3.59558 -0.69104 0.09
H 1.08657 -3.80029 1.15476 0.15
C -0.05465 -0.13915 3.19330 -0.08
C 0.92751 3.64913 0.86019 -0.49

***

Bottom line: model two, by a margin of 0.204 eV.

***

Model one:
23
Properties=species:S:1:pos:R:3:lowdin_charge:R:1 method="wB97M-V/def2-TZVPD" homo_ev="-8.02 / -8.02"
H 2.44876 1.01305 1.75276 0.08
H -2.70570 0.08136 -0.96074 0.09
H 2.43726 -0.15412 -1.54121 0.13
S -1.31238 -3.05998 -2.17107 0.83
H 1.86665 -0.70052 1.70522 0.12
H -3.09174 -1.27623 -1.98307 0.05
H -1.40225 0.83163 0.82590 0.11
H -0.05573 -3.30264 -1.80705 -0.12
O 1.60085 -0.05359 -3.96659 0.04
C -1.39838 -1.65401 -1.05043 -0.82
O -0.13300 0.77838 -3.07124 -0.02
O -0.78092 -1.61802 -0.02210 0.00
H -1.89442 -0.24962 -2.68202 0.10
H -0.12100 1.83619 1.77709 0.06
C 2.04954 0.24519 1.12533 0.01
C -0.39147 0.92972 1.37436 0.01
H 2.80512 0.08788 0.23693 0.11
O 0.66126 0.74966 -0.80424 0.11
C -2.28741 -0.64137 -1.68086 -0.10
C 1.47802 0.31555 -1.74369 -0.12
C 0.78923 0.66826 0.44522 -0.32
H -0.35309 0.14370 2.14396 0.10
N 1.01626 0.36896 -2.99842 -0.46

***

Model two:
23
Properties=species:S:1:pos:R:3:lowdin_charge:R:1 method="wB97M-V/def2-TZVPD" homo_ev="-8.93 / -8.93" smiles="CC(=O)O[C@@H](OC(C)C)SN=O"
H 2.59370 -0.87455 2.12459 0.05
O 1.15018 0.45994 0.15711 -0.11
H -0.22134 0.29484 1.74397 0.13
C 1.35133 1.56733 2.30104 -0.02
C 0.23296 0.84282 -0.69690 -0.66
H 2.35551 1.63752 1.99143 0.08
C -2.03846 -2.18609 -1.67204 0.04
C -1.35244 -0.83162 -1.91673 -0.51
C 0.82259 0.32613 1.59631 -0.34
H 1.13628 -1.13070 3.02683 0.07
H 1.12785 1.48203 3.33045 0.08
N -0.82221 1.52470 -3.22673 -0.23
H 0.78708 2.35844 1.85391 0.07
S 0.87324 1.24792 -2.33051 0.92
H -1.63922 -2.86264 -2.43359 0.09
H 1.20220 -1.62500 1.33318 0.08
C 1.58097 -0.96386 2.08369 0.01
O -1.59346 2.16353 -2.57816 -0.06
O -0.83190 -0.27571 -0.81739 0.00
H -0.31019 1.70698 -0.30438 0.12
O -1.48235 -0.35969 -3.02342 0.03
H -1.87186 -2.48600 -0.61818 0.09
H -3.05042 -2.01632 -1.92449 0.07

***

Bottom line: model two, by a margin of 2.328 eV.

***

Model one:
15
Properties=species:S:1:pos:R:3:lowdin_charge:R:1 method="wB97M-V/def2-TZVPD" homo_ev=-8.58 smiles=NCCSS.O
H -1.54388 -0.85229 -1.08480 0.06
O -3.19293 0.06857 -0.75748 -0.09
H -2.60024 0.70235 -1.19734 0.05
H 1.55228 -0.95169 1.11654 0.10
S 2.08905 1.42906 0.53191 0.37
H 0.37401 0.29671 -1.48094 0.11
H 1.17383 1.95244 3.20307 -0.24
S 1.09631 2.35378 1.98022 0.27
C 1.64189 -0.34873 0.13940 -0.51
N -0.83443 -0.69199 -0.36501 -0.04
H -2.98243 0.15198 0.17380 0.04
H 2.65331 -0.59958 -0.23822 0.05
C 0.52800 -0.64605 -0.86350 -0.37
H -0.81251 -1.38623 0.39239 0.08
H 0.85770 -1.47831 -1.55004 0.12

***

Model two:
15
Properties=species:S:1:pos:R:3:lowdin_charge:R:1 method="wB97M-V/def2-TZVPD" homo_ev=-9.16 smiles=NCCSS.O
N 2.14627 1.95420 -1.76116 -0.01
H -0.42809 0.53747 -2.07219 0.07
H 1.33872 -1.59206 1.47758 -0.19
H 2.65701 2.40738 -1.01525 0.06
H 2.03661 -0.08454 -2.14696 0.10
C 1.69299 0.61789 -1.37911 -0.36
C 0.17477 0.56590 -1.16361 -0.56
S -0.50242 -0.82413 -0.16917 0.45
S 0.51063 -0.55008 1.61670 0.35
H -2.95657 -0.11644 0.47986 -0.04
H 2.10747 0.20898 -0.45674 0.06
H -4.11033 0.20180 1.41478 0.03
O -3.45927 -0.48121 1.21750 -0.09
H -0.08307 1.46608 -0.60061 0.06
H 1.34212 2.53496 -1.95859 0.06

***

Model three:
15
Properties=species:S:1:pos:R:3:lowdin_charge:R:1 method="wB97M-V/def2-TZVPD" homo_ev=-8.66 smiles=CSS.NCO
H 0.96853 0.74558 0.59813 -0.19
H -0.27024 -2.47557 -3.92303 0.07
S 1.58129 1.91471 1.00108 0.29
H -1.96753 -1.45579 -1.27688 0.08
H -0.21804 -3.65062 -2.74076 0.06
C -0.22881 -1.74351 -2.02719 -0.34
N -0.57950 -2.75252 -3.00502 0.01
S 1.37812 1.61525 3.05119 0.34
H 0.64535 -2.27324 -1.60577 0.11
H 0.30879 3.74012 2.61471 0.02
H 0.07681 -0.77083 -2.42992 0.11
H 0.05340 3.20789 4.34272 0.03
C 0.10829 2.89942 3.30386 -0.50
H -0.78152 2.35049 3.00793 0.01
O -1.07494 -1.35136 -0.91105 -0.09

***

Bottom line: model two, by a margin of 0.810 eV.